A cluster of 2 separate species, C2H4Br2O in total. Source: OMol25; level of theory: ωB97M-V/def2-TZVPD.

Values from the calculation:
2S+1: 1
Highest occupied orbital energy (eV): -9.01

Cartesian coordinates (Å):
C 0.890 -0.095 0.924
C -0.872 -0.511 -0.498
O -0.485 -0.013 -1.633
Br 1.781 1.361 0.019
Br -2.284 0.508 0.281
H 0.201 0.394 1.643
H 1.652 -0.882 1.230
H -1.078 -1.563 -0.436
H 0.196 0.800 -1.530

Mulliken atomic charge list, values in e, 6 entries: C -0.575; C -0.073; O -0.371; Br -0.150; Br -0.132; H 0.292


An isolated molecule of C2H4Br2O2. Source: OMol25; level of theory: ωB97M-V/def2-TZVPD.

Values from the calculation:
2S+1: 1
Highest occupied orbital energy (eV): -10.12
SMILES string: O[C@H](Br)[C@H](O)Br

Cartesian coordinates (Å):
C -0.420 -0.508 0.376
C 0.501 0.632 0.043
O -0.385 -1.570 -0.456
O 0.585 0.982 -1.241
Br -2.315 0.516 0.201
Br 2.217 -0.347 0.644
H -0.383 -0.826 1.319
H 0.538 1.479 0.733
H -0.933 -2.294 -0.140
H 0.594 1.937 -1.479

Mulliken atomic charge list, values in e, 6 entries: C -0.344; C -0.093; O -0.452; O -0.466; Br -0.301; Br -0.231


An isolated molecule of C2H4BrCl. Source: OMol25; level of theory: ωB97M-V/def2-TZVPD.

Values from the calculation:
2S+1: 1
Highest occupied orbital energy (eV): -10.64
SMILES string: ClCCBr

Cartesian coordinates (Å):
C 0.527 -0.450 0.446
C -0.579 0.348 -0.192
Cl -2.540 0.152 -0.280
Br 2.249 -0.116 -0.439
H 0.702 -0.244 1.561
H 0.433 -1.516 0.058
H -0.512 1.448 0.135
H -0.280 0.378 -1.289

Mulliken atomic charge list, values in e, 6 entries: C -0.363; C -0.517; Cl -0.219; Br -0.110; H 0.319; H 0.298


The ion C2H4BrClN3 with charge +1. Source: OMol25; level of theory: ωB97M-V/def2-TZVPD.

Values from the calculation:
2S+1: 1
Highest occupied orbital energy (eV): -14.82
Total charge: +1
SMILES string: Cl[N@H+]1CNC(Br)=N1

Cartesian coordinates (Å):
C -1.346 -0.150 -0.052
C 0.883 -0.434 0.154
N -0.829 0.753 -0.844
N -0.417 -0.865 0.605
N 0.506 0.778 -0.629
Cl 0.986 2.362 0.387
Br -3.149 -0.450 0.107
H 1.563 -0.194 0.975
H 1.346 -1.177 -0.512
H -0.584 -1.584 1.291
H 1.041 0.960 -1.483

Mulliken atomic charge list, values in e, 6 entries: C 0.554; C -0.313; N -0.584; N -0.099; N 0.104; Cl 0.044


A cluster of 2 separate species, C2H4BrF2N in total. Source: OMol25; level of theory: ωB97M-V/def2-TZVPD.

Values from the calculation:
2S+1: 1
Highest occupied orbital energy (eV): -8.40
SMILES string: N/C=C(/F)Br.F

Cartesian coordinates (Å):
C 0.517 -0.437 0.090
C -0.797 -0.134 0.115
N 0.885 -1.756 0.353
F 0.069 3.472 -0.628
F -1.252 1.110 -0.336
Br -2.191 -1.336 0.541
H -0.457 3.016 -1.323
H 1.234 0.217 -0.222
H 1.914 -1.843 0.615
H 0.078 -2.310 0.795

Mulliken atomic charge list, values in e, 6 entries: C 0.097; C -0.059; N -0.458; F -0.402; F -0.244; Br -0.172


A cluster of 2 separate species, C2H4BrFO in total. Source: OMol25; level of theory: ωB97M-V/def2-TZVPD.

Values from the calculation:
2S+1: 1
Highest occupied orbital energy (eV): -9.30
SMILES string: C=C(O)F.Br

Cartesian coordinates (Å):
C -1.051 0.810 0.484
C -0.927 -0.401 -0.020
O -0.838 -0.888 -1.269
F -0.856 -1.402 0.911
Br 3.027 -0.150 -0.037
H -0.888 0.814 1.501
H 3.581 1.284 -0.218
H -1.183 1.761 -0.102
H -0.864 -1.828 -1.251

Mulliken atomic charge list, values in e, 6 entries: C -0.644; C 0.519; O -0.459; F -0.257; Br -0.211; H 0.280


A cluster of 2 separate species, C2H4BrN in total. Source: OMol25; level of theory: ωB97M-V/def2-TZVPD.

Values from the calculation:
2S+1: 1
Highest occupied orbital energy (eV): -10.40
SMILES string: C1=NC1.Br

Cartesian coordinates (Å):
C -2.034 -0.317 -0.277
C -0.609 -0.241 -0.521
N -0.964 0.503 0.462
Br 3.910 0.597 0.319
H -2.793 0.417 -0.825
H -2.492 -1.061 0.370
H 0.169 -0.624 -1.019
H 4.813 0.726 1.492

Mulliken atomic charge list, values in e, 6 entries: C -0.207; C -0.132; N -0.365; Br -0.209; H 0.167; H 0.212


A structure of composition C2H4BrN. Source: OMol25; level of theory: ωB97M-V/def2-TZVPD.

Values from the calculation:
2S+1: 1
Highest occupied orbital energy (eV): -9.85

Cartesian coordinates (Å):
C 0.334 0.231 -0.188
C -1.058 -0.278 0.048
N 1.305 -0.537 0.042
Br 3.053 0.169 0.060
H 0.579 1.554 -0.595
H -0.921 -1.340 0.599
H -1.814 -0.182 -0.748
H -1.479 0.383 0.782

Mulliken atomic charge list, values in e, 6 entries: C 0.205; C -0.797; N -0.370; Br -0.073; H 0.238; H 0.248


The ion C2H4BrN2 with charge +1. Source: OMol25; level of theory: ωB97M-V/def2-TZVPD.

Values from the calculation:
2S+1: 3
Highest occupied orbital energy (spin up / spin down) (eV): -13.75 / -16.15
⟨S²⟩: 2.03
Total charge: +1

Cartesian coordinates (Å):
C 2.086 0.168 -0.596
C -1.440 -0.527 0.313
N -0.326 -0.281 -0.518
N 0.773 0.130 -0.195
Br 3.061 1.421 -1.416
H -1.249 -1.149 1.087
H -1.693 0.406 0.879
H -2.254 -0.819 -0.346
H 1.042 0.652 0.791

Mulliken atomic charge list, values in e, 6 entries: C 0.110; C -0.645; N -0.281; N 0.219; Br 0.216; H 0.379


A cluster of 2 separate species, C2H4BrNO in total. Source: OMol25; level of theory: ωB97M-V/def2-TZVPD.

Values from the calculation:
2S+1: 3
Highest occupied orbital energy (spin up / spin down) (eV): -8.12 / -10.61
⟨S²⟩: 2.01

Cartesian coordinates (Å):
C -0.973 0.661 -0.556
C 0.326 -0.011 -0.458
N 0.691 -1.964 1.445
O 1.556 -1.451 1.991
Br 1.784 0.797 0.387
H -1.124 1.311 0.313
H -1.869 -0.079 -0.417
H -0.925 1.252 -1.392
H 0.535 -0.516 -1.314

Mulliken atomic charge list, values in e, 6 entries: C -0.865; C -0.418; N 0.137; O -0.174; Br -0.085; H 0.318


A cluster of 2 separate species, C2H4BrNO2 in total. Source: OMol25; level of theory: ωB97M-V/def2-TZVPD.

Values from the calculation:
2S+1: 1
Highest occupied orbital energy (spin up / spin down) (eV): -8.85 / -8.60

Cartesian coordinates (Å):
C -0.219 -0.245 1.391
C -0.005 0.462 0.083
N 1.099 0.071 -0.601
O -0.965 0.362 2.305
O 0.289 -1.319 1.571
Br -0.520 2.264 -0.108
H -1.493 -0.640 -0.587
H -1.227 1.263 2.059
H 1.201 0.334 -1.570
H 1.360 -0.886 -0.389

Mulliken atomic charge list, values in e, 6 entries: C 0.573; C 0.078; N -0.434; O -0.389; O -0.541; Br -0.168


An isolated molecule of C2H4BrNO2. Source: OMol25; level of theory: ωB97M-V/def2-TZVPD.

Values from the calculation:
2S+1: 1
Highest occupied orbital energy (eV): -9.11
SMILES string: N[C@H](Br)C(=O)O

Cartesian coordinates (Å):
C 1.217 -0.385 -0.701
C 0.154 0.394 0.645
N -1.106 -0.116 0.415
O 0.330 -1.155 -1.310
O 2.355 -0.131 -0.851
Br 0.330 2.292 0.049
H 0.614 0.402 1.577
H -0.542 -1.350 -0.799
H -1.765 -0.422 1.172
H -1.585 0.470 -0.197

Mulliken atomic charge list, values in e, 6 entries: C 0.559; C -0.192; N -0.626; O -0.507; O -0.450; Br -0.164


An isolated molecule of C2H4BrNS. Source: OMol25; level of theory: ωB97M-V/def2-TZVPD.

Values from the calculation:
2S+1: 1
Highest occupied orbital energy (eV): -8.59
SMILES string: CNC(=S)Br

Cartesian coordinates (Å):
C -1.340 0.615 1.749
C -0.280 -0.239 -0.285
N -0.323 0.110 1.148
S -1.366 0.884 3.400
Br -2.586 1.574 0.637
H 0.682 0.086 -0.632
H -0.434 -1.362 -0.387
H -1.028 0.463 -0.724
H 0.150 -0.439 1.775

Mulliken atomic charge list, values in e, 6 entries: C 0.411; C -0.652; N -0.244; S -0.325; Br -0.190; H 0.270


An isolated molecule of C2H4BrOP. Source: OMol25; level of theory: ωB97M-V/def2-TZVPD.

Values from the calculation:
2S+1: 1
Highest occupied orbital energy (spin up / spin down) (eV): -8.26 / -8.26

Cartesian coordinates (Å):
C 1.277 -0.278 0.278
C 0.045 0.021 -0.478
O -2.763 1.506 -0.480
P -1.959 1.091 0.647
Br -1.197 -1.372 -0.142
H 1.923 -1.098 -0.022
H 0.927 -0.629 1.247
H 1.737 0.634 0.430
H 0.010 0.125 -1.479

Mulliken atomic charge list, values in e, 6 entries: C -1.011; C -0.499; O -0.351; P 0.517; Br -0.151; H 0.333


An isolated molecule of C2H4BrOP. Source: OMol25; level of theory: ωB97M-V/def2-TZVPD.

Values from the calculation:
2S+1: 3
Highest occupied orbital energy (spin up / spin down) (eV): -6.97 / -10.69
⟨S²⟩: 2.01

Cartesian coordinates (Å):
C 1.307 -0.042 0.149
C 0.287 0.479 -0.767
O -2.675 -1.533 0.905
P -3.243 -0.465 0.075
Br -1.221 1.238 0.024
H 1.267 0.289 1.166
H 2.369 0.022 -0.432
H 1.119 -1.049 0.337
H 0.790 1.060 -1.457

Mulliken atomic charge list, values in e, 6 entries: C -0.872; C -0.233; O -0.382; P 0.238; Br -0.050; H 0.348


A structure of composition C2H4CeO3. Source: OMol25; level of theory: ωB97M-V/def2-TZVPD.

Values from the calculation:
2S+1: 2
Highest occupied orbital energy (spin up / spin down) (eV): -12.71 / -12.71
⟨S²⟩: 0.75
Total charge: +1

Cartesian coordinates (Å):
O -0.053 0.926 -1.247
C -0.554 1.069 -0.090
C -1.412 -0.170 0.180
O -0.916 -1.320 -0.402
H 0.865 1.000 0.861
H -2.427 0.101 -0.190
H -1.500 -0.202 1.291
Ce 1.052 -1.158 -1.429
O 2.004 -0.104 0.411
H 2.941 -0.142 0.615

Mulliken atomic charge list, values in e, 6 entries: O -0.436; C -0.164; C -0.123; O -0.608; H 0.421; H 0.312


A cluster of 3 separate species, C2H4Cl2NO2 in total. Source: OMol25; level of theory: ωB97M-V/def2-TZVPD.

Values from the calculation:
2S+1: 1
Highest occupied orbital energy (spin up / spin down) (eV): -4.64 / -4.70
Total charge: -1

Cartesian coordinates (Å):
C 0.208 1.455 -0.465
C 0.276 -1.280 0.683
N 1.150 0.572 -0.334
O 2.360 0.455 -0.518
O -1.083 1.312 -0.115
Cl 1.679 -2.249 0.496
Cl -2.898 -0.796 -0.273
H -0.659 -1.534 0.225
H 0.286 2.459 -0.935
H 0.122 -0.784 1.559
H -1.440 0.389 -0.323

Mulliken atomic charge list, values in e, 6 entries: C 0.041; C -0.329; N 0.144; O -0.620; O -0.420; Cl -0.140


A cluster of 3 separate species, C2H4Cl2NO3P in total. Source: OMol25; level of theory: ωB97M-V/def2-TZVPD.

Values from the calculation:
2S+1: 1
Highest occupied orbital energy (eV): -2.37
Total charge: -2

Cartesian coordinates (Å):
C 0.587 1.117 -0.156
C 0.889 -1.383 -1.814
N 1.051 -2.330 -1.177
O 3.402 -0.967 -0.101
O 1.711 -2.256 1.302
O 3.140 -3.531 -0.444
P 2.713 -2.249 0.201
Cl -0.673 2.005 -0.995
Cl -12.492 -1.202 0.135
H 1.097 1.693 0.667
H 1.356 1.143 -0.975
H 0.381 0.016 0.082
H 1.031 -0.458 -2.446

Mulliken atomic charge list, values in e, 6 entries: C -0.509; C 0.185; N -0.320; O -0.678; O -0.664; O -0.670


A cluster of 2 separate species, C2H4Cl2O in total. Source: OMol25; level of theory: ωB97M-V/def2-TZVPD.

Values from the calculation:
2S+1: 1
Highest occupied orbital energy (eV): -8.16

Cartesian coordinates (Å):
C 0.876 -0.671 -0.683
C -0.547 0.284 0.940
O -1.518 0.660 0.149
Cl 0.152 -0.236 -2.090
Cl 0.609 1.535 1.549
H 1.704 -0.083 -0.230
H 0.719 -1.644 -0.404
H -0.775 -0.709 1.529
H -1.222 0.865 -0.759

Mulliken atomic charge list, values in e, 6 entries: C -0.591; C -0.055; O -0.359; Cl -0.165; Cl -0.175; H 0.338


A cluster of 2 separate species, C2H4Cl3 in total. Source: OMol25; level of theory: ωB97M-V/def2-TZVPD.

Values from the calculation:
2S+1: 1
Highest occupied orbital energy (eV): -3.84
Total charge: -1

Cartesian coordinates (Å):
Cl -3.121 -2.042 2.333
Cl -1.514 -0.739 5.020
C -1.384 -1.686 2.459
C -1.111 -0.469 3.309
H -0.880 -2.584 2.865
H -1.001 -1.520 1.434
H -0.036 -0.208 3.256
H -1.687 0.408 2.957
Cl 2.293 -0.044 0.264

Mulliken atomic charge list, values in e, 6 entries: Cl -0.213; Cl -0.213; C -0.380; C -0.381; H 0.289; H 0.291


How do the records compare in max |F|? In the order shown, they have 0.068 0.086 0.086 0.036 0.090 0.063 0.111 0.085 0.129 0.093 0.063 0.108 0.085 0.081 0.059 0.112 0.072 0.058 0.100 0.020 hartree/bohr.
How do the records compare in total energy? In the order shown, they have -5301.76776 -5377.08368 -3112.76647 -3276.73424 -2907.05790 -2827.68110 -2707.26882 -2707.28369 -2761.60315 -2782.44475 -2857.76298 -2857.82024 -3105.53339 -3069.13227 -3069.07693 -779.08566 -1204.15734 -1620.94960 -1074.10846 -1459.26638 Ha.